No. 1
# C36H51N4STl

A structure of composition C36H51N4STl (ωB97M-V with the def2-TZVPD basis set, OMol25).

Output
ΔE to the lowest compared entry with this formula, charge and spin   76.1 kJ/mol
E_LUMO   0.51 eV

```
! wB97M-V def2-TZVPD RIJCOSX def2/J DEFGRID3
* xyz 0 1
Tl 1.22916 -0.83367 1.06714
C 2.89813 3.25602 4.20773
C 2.45442 1.82014 4.51211
C 3.26507 0.83352 3.67543
C 0.93588 1.67228 4.47586
C 0.28526 1.74951 5.70626
C -1.09055 1.67035 5.80736
C -1.84067 1.51028 4.65625
C -1.24592 1.43843 3.40019
C -2.16875 1.21389 2.20894
C -1.96178 -0.16508 1.55866
C -2.17971 2.31433 1.14508
C 0.15203 1.52627 3.31986
N 0.79484 1.44355 2.04615
C 1.07949 2.57631 1.50082
C 1.85592 2.87791 0.33432
C 2.11794 4.25965 0.17186
C 2.97014 4.75181 -0.77626
C 3.62204 3.82429 -1.60836
C 3.37966 2.48346 -1.51029
C 2.44166 1.93596 -0.57535
N 2.10999 0.63897 -0.58915
C 2.76625 -0.20342 -1.53099
C 2.16613 -0.47892 -2.77391
C 2.82756 -1.32910 -3.65596
C 4.03000 -1.93371 -3.32974
C 4.59225 -1.68568 -2.09189
C 3.98352 -0.82020 -1.18773
C 4.68138 -0.53339 0.12941
C 5.96117 0.28199 -0.08581
C 4.98496 -1.80502 0.92228
C 0.79831 0.02840 -3.20732
C 0.58100 1.54219 -3.15168
C -0.33853 -0.72553 -2.51285
H 3.93412 3.40261 4.51967
H 2.27697 3.98161 4.73442
H 2.84487 3.47049 3.13775
H 2.71767 1.61881 5.55435
H 3.16129 1.04092 2.61266
H 2.96837 -0.20025 3.87051
H 4.32450 0.92934 3.92388
H 0.88332 1.87100 6.60222
H -1.57426 1.73184 6.77343
H -2.92032 1.44313 4.72464
H -3.17070 1.21854 2.64563
H -1.35964 -0.08852 0.64975
H -2.91283 -0.60024 1.25230
H -1.48127 -0.86949 2.23895
H -1.24698 2.35766 0.58748
H -2.36637 3.29426 1.58895
H -2.97474 2.11255 0.42378
H 0.73366 3.47365 2.02619
H 1.62567 4.94510 0.85378
H 3.14840 5.81318 -0.87348
H 4.33448 4.17645 -2.34563
H 3.88115 1.80096 -2.18285
H 2.37224 -1.53525 -4.61821
H 4.51476 -2.60014 -4.03151
H 5.53101 -2.15789 -1.82750
H 4.01062 0.08158 0.72972
H 6.65562 -0.25694 -0.73482
H 6.46176 0.46592 0.86746
H 5.74299 1.24538 -0.54567
H 5.68629 -2.45162 0.39175
H 4.08018 -2.38720 1.11190
H 5.43530 -1.55048 1.88389
H 0.72819 -0.25653 -4.26180
H 0.34206 1.87974 -2.14325
H -0.25822 1.80834 -3.79801
H 1.45825 2.09334 -3.49223
H -0.34360 -0.57883 -1.43087
H -0.26447 -1.79520 -2.71419
H -1.30209 -0.37981 -2.89196
C -7.57376 -1.48140 -1.11268
C -7.08043 -2.84875 -1.55815
N -5.67292 -3.01092 -1.21380
C -4.68367 -3.38618 -2.05570
S -3.10973 -2.85414 -1.85081
N -5.02897 -4.19104 -3.09733
C -5.94669 -5.32499 -3.00963
C -6.64766 -5.56562 -4.33537
H -8.61944 -1.34722 -1.38877
H -6.98736 -0.68985 -1.57947
H -7.49865 -1.37317 -0.02894
H -7.18252 -2.94789 -2.63955
H -7.68634 -3.63118 -1.09248
H -5.33307 -2.44180 -0.45472
H -4.23506 -4.34714 -3.70081
H -6.67294 -5.14234 -2.22266
H -5.38412 -6.21613 -2.71239
H -7.16554 -4.66456 -4.66535
H -7.37451 -6.37267 -4.24245
H -5.93312 -5.84677 -5.11042
*
```


No. 2
# C36H52BrN3OP2Sn

A structure of composition C36H52BrN3OP2Sn at a distorted geometry (ωB97M-V with the def2-TZVPD basis set, OMol25).

Output
ΔE to the lowest compared entry with this formula, charge and spin   55.5 kJ/mol
E_LUMO (spin up / spin down)   -6.88 / -8.13 eV

```
! wB97M-V def2-TZVPD RIJCOSX def2/J DEFGRID3
* xyz 2 1
N 6.31325 -2.53288 -8.09208
C 6.83881 -2.64397 -6.85955
C 6.09658 -2.46093 -5.68801
C 4.74209 -2.08762 -5.78797
C 4.20042 -1.95680 -7.09825
C 5.02201 -2.20366 -8.21032
C 3.90176 -1.82340 -4.63146
Sn -1.91218 -1.39439 -0.84374
P -3.70216 -2.23676 1.00060
C 2.61148 -1.44597 -4.75766
C 1.77775 -1.34412 -3.61604
C 0.48061 -1.86173 -3.82422
C -0.23699 -2.32562 -2.72941
C 0.19105 -1.89080 -1.47203
C 1.34558 -1.18824 -1.25900
C 2.19980 -0.94049 -2.33599
Br -0.40186 -0.51176 1.22003
H 4.30681 -1.94453 -3.62017
H 2.11255 -1.29519 -5.72053
H 6.55113 -2.55840 -4.69462
H 3.16525 -1.64861 -7.25651
H 7.90078 -2.88403 -6.78998
H 4.57002 -2.10535 -9.20119
H 0.07828 -2.02667 -4.82405
H 3.14131 -0.39752 -2.18870
H -1.17324 -2.83826 -2.91670
H 1.59858 -0.75604 -0.29658
P -1.56323 1.22379 -1.32769
C -2.52319 -3.51814 1.47578
C -3.19240 -4.84618 1.87758
H -1.88596 -3.13962 2.28727
H -1.89303 -3.71034 0.59111
H -2.42949 -5.53299 2.26121
H -3.97440 -4.71593 2.63542
H -3.64747 -5.29442 0.98967
C -4.59199 -2.44658 -0.55990
C -6.11581 -2.45439 -0.49611
H -4.22530 -3.35843 -1.05249
H -4.34312 -1.55103 -1.17145
H -6.50500 -2.63431 -1.50227
H -6.48084 -3.23077 0.17688
H -6.48010 -1.48372 -0.15178
C -3.80477 -0.67861 1.92614
C -4.37186 -0.69459 3.36755
H -4.36410 0.06337 1.32423
H -2.73341 -0.38993 1.97132
H -4.32280 0.32183 3.79317
H -5.42220 -1.02586 3.37993
H -3.76908 -1.37072 3.99108
C -1.84987 2.64598 -0.20593
C -1.68390 3.98492 -0.92242
H -1.14838 2.55542 0.63609
H -2.86120 2.54466 0.22309
H -0.63939 4.30894 -0.88570
H -1.99644 3.93720 -1.97372
H -2.28483 4.76367 -0.44093
C -3.07883 1.12743 -2.35162
C -2.85629 0.55564 -3.75213
H -3.48031 2.15363 -2.37254
H -3.78649 0.49115 -1.78864
H -2.54250 1.32457 -4.47263
H -2.11054 -0.25284 -3.77503
H -3.80629 0.14106 -4.10480
C -0.31623 1.76754 -2.57883
C 0.95001 2.40585 -2.00867
H -0.82691 2.46383 -3.26246
H -0.04210 0.87440 -3.15921
H 1.78689 2.22624 -2.70018
H 0.85550 3.49648 -1.92153
H 1.25022 1.99186 -1.03341
C 2.93769 1.31167 5.29675
N 2.61839 0.68793 4.02626
N 2.49283 1.40893 2.89940
C 2.56998 0.57328 1.77881
O 2.70736 1.05252 0.63838
C 2.58288 -0.75885 2.35805
C 2.73369 -0.62418 3.71239
C 3.02215 -1.65379 4.74175
C 2.39117 2.81750 2.80778
C 3.52315 3.61512 2.95295
C 3.37664 4.99302 2.88781
C 2.11637 5.55440 2.65977
C 1.01160 4.74434 2.35774
C 1.15519 3.35393 2.39413
H 2.46101 0.72372 6.08512
H 2.55018 2.32825 5.30395
H 4.02283 1.32242 5.46698
H 2.57218 -1.69853 1.82856
H 4.06157 -1.60357 5.09662
H 2.36808 -1.56049 5.61547
H 2.86864 -2.63485 4.28351
H 4.48218 3.11628 3.10728
H 4.24718 5.62509 3.03634
H 1.97143 6.63485 2.70664
H 0.02434 5.15742 2.11639
H 0.33686 2.65868 2.15500
*
```


No. 3
# C36H52N3OP2Pt

A structure of composition C36H52N3OP2Pt at a distorted geometry (ωB97M-V with the def2-TZVPD basis set, OMol25).

Output
<S²>   6.055
E_LUMO (spin up / spin down)   -9.02 / -11.44 eV

```
! wB97M-V def2-TZVPD RIJCOSX def2/J DEFGRID3
* xyz 3 5
C -1.92500 -1.64015 -0.77617
C 0.22796 -1.48555 -1.71408
C -2.30538 -2.69576 -1.64736
C -0.15512 -2.38570 -2.70621
C -1.39049 -3.00323 -2.65391
H -3.27934 -3.14563 -1.52681
H 0.55862 -2.60295 -3.53858
H -1.65822 -3.80551 -3.38461
N -0.72264 -1.13258 -0.76823
P -2.48835 0.59540 0.82461
P 2.18850 -0.48513 -0.06907
C -2.95931 -1.10663 0.24498
H -3.97079 -1.09634 -0.21671
H -3.04068 -1.76753 1.11846
C 0.24613 1.62886 1.91295
O 0.46627 2.48289 2.68232
C 1.51886 -0.87912 -1.62632
H 2.16909 -0.91837 -2.53659
C 3.60858 0.76020 -0.25163
C 2.89142 -2.23060 0.30280
C -3.24550 1.71593 -0.52456
C -3.40043 0.76828 2.46837
C 3.17773 2.14939 0.26080
H 2.93860 2.12655 1.32691
H 4.01579 2.83608 0.08816
H 2.30750 2.53356 -0.26344
C 4.81861 0.33364 0.59200
H 4.55619 0.23974 1.65502
H 5.26083 -0.60674 0.23953
H 5.57071 1.13359 0.49761
C 4.02250 0.90333 -1.71675
H 4.87456 1.60191 -1.73340
H 4.36218 -0.03355 -2.15889
H 3.20058 1.28648 -2.33009
C 3.45523 -2.26729 1.73450
H 2.89817 -1.59875 2.41635
H 3.37124 -3.30486 2.11698
H 4.52220 -1.98667 1.75779
C 1.77053 -3.27967 0.19780
H 0.95230 -3.05508 0.89492
H 1.39414 -3.38496 -0.82742
H 2.21039 -4.24630 0.48189
C 3.96674 -2.54279 -0.77739
H 4.05992 -1.78655 -1.57069
H 4.95478 -2.64899 -0.30823
H 3.71153 -3.49901 -1.26717
C -3.25472 2.20893 2.99405
H -3.60869 2.21452 4.03306
H -2.21427 2.55264 2.97911
H -3.86559 2.91729 2.42622
C -2.78051 -0.18364 3.50179
H -2.92436 -1.23169 3.22515
H -1.71203 -0.00706 3.64151
H -3.29871 -0.02010 4.45717
C -4.89264 0.39770 2.35686
H -5.25987 0.20398 3.37313
H -5.49789 1.20197 1.93335
H -5.06545 -0.50537 1.76308
C -2.72444 1.34805 -1.93754
H -3.31602 1.92278 -2.66780
H -1.70044 1.66432 -2.06655
H -2.80860 0.28197 -2.15577
C -2.82713 3.17399 -0.23566
H -1.73255 3.27753 -0.23679
H -3.25458 3.80557 -1.02631
H -3.21374 3.53585 0.72128
C -4.77181 1.59216 -0.58654
H -5.10254 0.54935 -0.71898
H -5.27422 2.03473 0.28554
H -5.10884 2.15576 -1.46892
Pt -0.09530 0.26428 0.72045
N 0.22306 1.76869 -0.92396
C 0.74613 1.44275 -2.00433
C 0.94273 1.70297 -3.39062
C 0.79409 3.08234 -3.59645
C 1.16653 0.86153 -4.50470
C 0.91066 3.70101 -4.81983
H 0.58381 3.67468 -2.67003
C 1.27384 1.47000 -5.79865
H 1.23440 -0.21937 -4.33433
C 1.15209 2.86382 -5.92900
H 0.80401 4.79948 -4.90496
H 1.43908 0.79040 -6.66849
H 1.24350 3.28379 -6.89855
C 0.43696 -2.76783 5.00144
C 1.10702 -1.53805 4.92074
C 1.00070 -0.77295 3.75956
N 0.26100 -1.19464 2.73445
C -0.36223 -2.37635 2.77797
C -0.31222 -3.20291 3.89646
H 0.49403 -3.38724 5.91141
H 1.69857 -1.14167 5.74673
H 1.52267 0.18167 3.68528
H -0.92180 -2.68643 1.90537
H -0.84088 -4.16495 3.87317
*
```


No. 4
# C36H53BrN2O8P

A cluster of 2 separate species, C36H53BrN2O8P in total at a distorted geometry (ωB97M-V with the def2-TZVPD basis set, OMol25).

Output
E_LUMO   -4.59 eV

```
! wB97M-V def2-TZVPD RIJCOSX def2/J DEFGRID3
* xyz 1 1
C -0.41319 3.59557 2.47196
C 0.80560 2.87083 1.69398
N 0.45457 1.94709 0.60000
C 1.45724 1.20712 -0.15495
O 1.06002 0.28724 -1.18213
C 0.85016 -0.97735 -0.41311
C 0.67430 -2.26253 -1.36489
C 1.61906 -2.18752 -2.69604
C 0.75726 -3.67525 -0.59881
C 1.96112 -3.82835 0.45499
C 3.37980 -3.23948 -0.04834
C 1.64691 -3.26421 1.93000
C 2.99165 1.36421 0.15646
C 4.03611 0.52289 -0.72810
C 4.48763 1.43431 -2.01389
C 3.92200 0.86301 -3.41030
C 3.14406 1.98576 -4.29468
C 1.86324 2.58592 -3.53097
C 0.47227 1.85248 -3.89370
C -0.78864 2.67450 -3.29370
C -1.84561 1.75455 -2.50078
C -2.79138 2.57600 -1.47785
C -4.34386 2.16422 -1.53568
C -4.61425 0.58400 -1.64007
C -6.09466 0.14797 -1.11362
N -6.06964 -1.34188 -1.00204
C -6.59092 -2.21373 0.04091
C -6.35550 -3.72637 -0.17966
C -5.56726 -3.76753 -1.54396
C -5.46421 -2.27989 -1.96549
C 3.38742 2.33123 1.30393
C 4.96499 2.45071 1.61981
O 5.59615 3.51351 1.46936
O 5.65592 1.25384 2.05616
P 4.89490 0.57334 3.43126
O 3.73571 -0.40373 3.08402
C 2.29291 3.11786 2.12242
Br 2.85690 4.28911 3.59910
H -1.21670 2.82478 2.75184
H -0.84081 4.36146 1.71636
H -0.04158 4.14776 3.41239
H -0.55028 1.80362 0.37132
H 1.72181 -1.04548 0.32110
H -0.12892 -0.79628 0.18326
H -0.40591 -2.19067 -1.78378
H 1.61051 -3.23000 -3.19096
H 1.19534 -1.45311 -3.46330
H 2.70947 -1.90832 -2.42645
H -0.25243 -3.82264 -0.04754
H 0.80467 -4.50343 -1.39641
H 2.13228 -4.96834 0.58197
H 3.55297 -3.46067 -1.16746
H 3.56305 -2.14810 0.22944
H 4.18734 -3.86110 0.50583
H 0.98168 -2.33555 1.96029
H 1.19286 -4.03840 2.63901
H 2.66545 -2.96037 2.38949
H 4.94082 0.21880 -0.10257
H 3.47178 -0.38621 -1.12658
H 5.64001 1.33711 -2.06775
H 4.17186 2.53068 -1.87415
H 3.13373 0.05281 -3.19200
H 4.77111 0.35193 -3.97822
H 2.75170 1.44651 -5.23262
H 3.91239 2.76787 -4.61860
H 2.05027 2.58526 -2.40110
H 1.73118 3.68683 -3.85963
H 0.37204 1.93138 -5.04683
H 0.45645 0.73733 -3.64703
H -0.41077 3.55651 -2.66709
H -1.36655 3.14166 -4.18295
H -1.32129 0.93724 -1.86623
H -2.52435 1.25192 -3.27364
H -2.68624 3.70834 -1.67221
H -2.45386 2.42410 -0.37809
H -4.80881 2.50659 -0.52901
H -4.94818 2.68005 -2.35628
H -4.61228 0.32650 -2.76908
H -3.80578 -0.06557 -1.15052
H -6.92063 0.53484 -1.81460
H -6.28118 0.53896 -0.03890
H -7.15258 -1.84351 0.96225
H -6.64407 -4.63477 0.44025
H -5.15491 -4.65620 -2.12596
H -4.99912 -1.82125 -2.89538
H 4.44968 1.63861 4.30584
H 5.82580 -0.20328 4.22799
C -0.86595 -1.14403 5.91417
C -0.22729 -0.58473 4.88415
C -0.93281 -0.28016 3.60604
O -0.32024 0.25098 2.68933
C -2.34908 -0.63912 3.49899
C -2.98792 -1.20225 4.52829
C -2.29012 -1.48158 5.81617
O -2.90799 -1.97889 6.73954
O -4.30065 -1.54251 4.44193
O 1.09746 -0.26887 4.96094
H -0.36687 -1.36822 6.84758
H -2.84413 -0.42901 2.55999
H -4.52744 -1.92828 5.31190
H 1.32525 0.12094 4.09366
*
```


No. 5
# C36H53N4OP2Sn

A structure of composition C36H53N4OP2Sn at a distorted geometry (ωB97M-V with the def2-TZVPD basis set, OMol25).

Output
ΔE to the lowest compared entry with this formula, charge and spin   0.0 kJ/mol
E_LUMO   -3.04 eV

```
! wB97M-V def2-TZVPD RIJCOSX def2/J DEFGRID3
* xyz 1 1
C -1.31829 -1.47355 -2.51555
C 0.75411 -2.43811 -1.85054
C -1.45531 -2.39887 -3.54709
C 0.54218 -3.49252 -2.77943
C -0.53906 -3.45416 -3.63806
H -2.30808 -2.30141 -4.21872
H 1.28390 -4.28815 -2.80554
H -0.68677 -4.23982 -4.37481
N -0.24538 -1.49263 -1.70445
P -2.62398 -0.05286 -0.47986
P 2.51291 -0.83248 -0.30760
C -2.36810 -0.38763 -2.27953
H -2.06932 0.54834 -2.77782
H -3.33064 -0.67980 -2.72472
C 1.95031 -2.30580 -1.10341
H 2.63166 -3.16352 -1.14369
C 3.65119 0.07994 -1.55957
C 3.42090 -1.33882 1.29590
C -3.43895 1.64455 -0.27578
C -3.68912 -1.52984 0.04910
C 3.68960 1.56486 -1.16110
H 4.11987 1.71605 -0.16138
H 4.32001 2.10117 -1.88594
H 2.69041 2.01309 -1.18294
C 5.06313 -0.52223 -1.55912
H 5.60433 -0.35414 -0.61862
H 5.04452 -1.59617 -1.79324
H 5.64065 -0.02599 -2.35488
C 3.07310 -0.07924 -2.97126
H 3.67141 0.52912 -3.66503
H 3.11688 -1.12203 -3.30794
H 2.03986 0.26921 -3.03313
C 4.12035 -0.10644 1.89944
H 3.41594 0.72074 2.06791
H 4.53761 -0.39395 2.87565
H 4.95151 0.26050 1.28490
C 2.39513 -1.85987 2.31424
H 1.67671 -1.08792 2.61617
H 1.84702 -2.73240 1.94102
H 2.93573 -2.17244 3.22088
C 4.41062 -2.47094 1.01310
H 5.18824 -2.19756 0.29524
H 4.91031 -2.72537 1.95854
H 3.89678 -3.36724 0.64956
C -4.14584 -1.29183 1.50005
H -4.72655 -2.16995 1.82256
H -3.28796 -1.18802 2.18301
H -4.80216 -0.41508 1.59011
C -2.84833 -2.82091 -0.01459
H -2.55588 -3.06508 -1.04371
H -1.95177 -2.77131 0.61909
H -3.47514 -3.64757 0.35593
C -4.89596 -1.71856 -0.88023
H -5.47901 -2.57199 -0.50290
H -5.56106 -0.84896 -0.90551
H -4.59517 -1.95975 -1.90730
C -2.69989 2.70125 -1.11498
H -2.75406 2.49312 -2.19177
H -3.18696 3.67366 -0.94273
H -1.64749 2.79907 -0.82940
C -3.34969 2.04742 1.20900
H -2.30544 2.11910 1.54426
H -3.81766 3.03667 1.32511
H -3.87941 1.34748 1.86740
C -4.90261 1.59095 -0.73950
H -4.99480 1.21790 -1.77025
H -5.53686 0.99415 -0.07018
H -5.29900 2.61832 -0.72743
Sn -0.06874 -0.17673 0.12382
C -1.08704 -1.90082 2.62581
O -0.70321 -2.71736 3.33306
N 0.27439 1.38390 -1.50047
C 0.43817 1.90258 -2.55227
C 0.57175 2.76088 -3.66339
C 0.33935 4.14580 -3.51549
C 0.93786 2.24868 -4.92794
C 0.49342 5.00014 -4.60886
H 0.04341 4.53281 -2.53685
C 1.09581 3.11814 -6.00857
H 1.08844 1.17281 -5.04394
C 0.88216 4.49280 -5.85472
H 0.30485 6.06787 -4.48432
H 1.38360 2.71916 -6.98254
H 1.00813 5.16518 -6.70740
N -0.15131 0.93802 3.79106
C 0.07973 2.13334 3.18685
C 0.06849 3.33140 3.94486
C 0.29481 4.53542 3.29404
C 0.56608 4.51507 1.92068
C 0.58029 3.29407 1.25025
N 0.32299 2.11244 1.85471
H -0.24438 0.08764 3.24073
H -0.40564 0.90898 4.76777
H -0.12500 3.25666 5.01326
H 0.26578 5.47843 3.83389
H 0.77016 5.42084 1.35675
H 0.81058 3.24694 0.18114
*
```